[1]
ORCA calculation (the ωB97M-V functional and the def2-TZVPD basis) on 2 unconnected molecules or ions with the total composition ClH2O2P.

XYZ file:
```
6
Properties=species:S:1:pos:R:3:forces:R:3
O -0.297962 0.678070 -0.966651 1.4 2.2 -2.0
O -2.384764 -0.140998 0.369977 -0.7 -0.1 0.7
P -0.989497 -0.039398 0.042921 -1.2 -1.9 0.8
Cl 2.440800 -0.108675 0.089916 -0.8 0.6 0.1
H 1.276471 0.531578 -0.093389 1.6 -0.5 -0.3
H -0.045046 -0.920575 0.557225 -0.3 -0.3 0.8
```
Positions in Å, forces in eV/Å.

Calculated values
frontier orbital gap	10.9323	eV
ΔE to the lowest compared entry with this formula, charge and spin	42.1	kcal per mole
E_HOMO	-11.73	eV
structure (SMILES)	O=[PH]=O.Cl
E_tot	-25938.841	eV
net charge	0

[2]
ORCA calculation (the ωB97M-V functional and the def2-TZVPD basis) on 2 unconnected molecules or ions with the total composition ClH2PS.

XYZ file:
```
5
Properties=species:S:1:pos:R:3:forces:R:3
P 1.756525 -0.046771 -0.093949 -3.3 1.0 -0.6
S -1.428886 0.168774 0.845251 1.1 -1.1 -0.6
Cl -2.574845 -1.520303 0.509811 0.8 0.8 0.1
H 1.093793 0.160117 -1.401415 0.7 -0.6 0.8
H 1.153413 1.238183 0.140303 0.7 -0.1 0.3
```
Positions in Å, forces in eV/Å.

Calculated values
frontier orbital gap (alpha / beta)	5.7862 / 5.7874	eV
ΔE to the lowest compared entry with this formula, charge and spin	90.1	kcal per mole
E_HOMO (alpha / beta)	-8.90 / -8.90	eV
E_tot	-32675.358	eV
net charge	0

[3]
ORCA calculation (the ωB97M-V functional and the def2-TZVPD basis) on 2 unconnected molecules or ions with the total composition ClH3N2OS.

XYZ file:
```
8
Properties=species:S:1:pos:R:3:forces:R:3
N -0.186380 -1.218055 -1.113982 3.8 -0.5 5.4
N -0.683822 0.144452 1.063947 1.8 -0.4 0.4
O 1.580432 -1.037081 0.704069 0.7 0.2 1.0
S 0.520497 -0.410146 0.030179 -4.0 0.1 -3.6
Cl 1.468244 2.149626 -1.384632 -0.6 -1.6 1.0
H -0.609144 -0.782166 -1.831702 -1.8 2.4 -2.9
H -0.516065 0.782980 1.831463 1.0 -0.1 0.0
H -1.573760 0.370391 0.700658 -0.8 -0.1 -1.3
```
Positions in Å, forces in eV/Å.

Calculated values
frontier orbital gap (alpha / beta)	7.0388 / 6.3112	eV
ΔE to the lowest compared entry with this formula, charge and spin	58.1	kcal per mole
E_HOMO (alpha / beta)	-10.14 / -9.70	eV
E_tot	-28430.032	eV
net charge	0

[4]
ORCA calculation (the ωB97M-V functional and the def2-TZVPD basis) on ClH3N2S in the gas phase.

XYZ file:
```
7
Properties=species:S:1:pos:R:3:forces:R:3
N -1.216151 -0.570093 -0.170040 2.0 1.7 -1.4
N -0.500415 0.506521 0.285598 1.8 -0.3 2.3
S 1.509573 0.025757 0.883227 -2.4 -0.7 0.9
Cl 2.488652 1.028019 -0.486785 0.6 0.7 -1.1
H -0.656644 -1.121511 -0.822088 -0.7 -0.4 0.2
H -1.658407 -1.053279 0.588537 0.1 -0.2 0.2
H 0.033389 1.184586 -0.278446 -1.5 -0.9 -1.2
```
Positions in Å, forces in eV/Å.

Calculated values
frontier orbital gap	8.8164	eV
ΔE to the lowest compared entry with this formula, charge and spin	28.0	kcal per mole
E_HOMO	-8.80	eV
structure (SMILES)	NNSCl
E_tot	-26383.892	eV
net charge	0

[5]
ORCA calculation (the ωB97M-V functional and the def2-TZVPD basis) on 2 unconnected molecules or ions with the total composition ClH3NPS.

XYZ file:
```
7
Properties=species:S:1:pos:R:3:forces:R:3
N 0.178514 -0.961730 -1.294542 -0.8 0.7 0.5
P 1.661533 0.886729 0.243471 0.7 -0.1 -3.5
S -0.128711 -0.010093 -0.123696 2.1 -2.0 3.3
Cl -2.025376 0.837307 -0.053213 -0.4 0.2 -0.6
H -0.589153 -1.237184 -1.887383 -0.5 -0.1 0.0
H 1.290276 1.102416 1.462373 -1.1 0.6 3.3
H -0.387084 -0.617445 1.652987 0.0 0.7 -3.1
```
Positions in Å, forces in eV/Å.

Calculated values
frontier orbital gap (alpha / beta)	6.9103 / 6.9110	eV
ΔE to the lowest compared entry with this formula, charge and spin	147.2	kcal per mole
E_HOMO (alpha / beta)	-8.40 / -8.39	eV
E_tot	-34179.702	eV
net charge	0

[6]
ORCA calculation (the ωB97M-V functional and the def2-TZVPD basis) on ClH3NPS in the gas phase.

XYZ file:
```
7
Properties=species:S:1:pos:R:3:forces:R:3
N -0.065177 -0.929674 1.594880 0.0 1.8 -1.8
P -1.343264 1.662318 0.343312 1.2 -0.6 -1.0
S 0.127766 0.139654 0.414332 0.2 -2.8 -0.2
Cl 2.339173 0.910113 0.108381 -1.4 -0.4 0.2
H -0.815725 -0.518894 2.155048 0.3 0.1 0.6
H -0.815709 2.185434 -0.924113 -0.2 -0.4 0.9
H 0.349824 -0.895262 -0.644986 -0.1 2.3 1.3
```
Positions in Å, forces in eV/Å.

Calculated values
frontier orbital gap (alpha / beta)	6.8135 / 6.8115	eV
ΔE to the lowest compared entry with this formula, charge and spin	121.0	kcal per mole
E_HOMO (alpha / beta)	-8.88 / -8.88	eV
structure (SMILES)	N=[S@@H](=P)Cl
E_tot	-34180.840	eV
net charge	0

[7]
ORCA calculation (the ωB97M-V functional and the def2-TZVPD basis) on 2 unconnected molecules or ions with the total composition ClH3OSi.

XYZ file:
```
6
Properties=species:S:1:pos:R:3:forces:R:3
O 0.476839 0.429865 0.449583 -1.2 -0.5 0.5
Si -1.023863 -0.319495 0.397005 0.0 -1.7 0.0
Cl 3.273242 0.019651 -0.340203 0.0 0.0 0.0
H 0.787830 0.863144 -0.328956 0.4 0.6 -0.9
H -1.191263 -1.394803 -0.729910 0.3 1.1 0.7
H -2.322786 0.401638 0.552482 0.5 0.4 -0.3
```
Positions in Å, forces in eV/Å.

Calculated values
frontier orbital gap (alpha / beta)	10.8976 / 3.7012	eV
ΔE to the lowest compared entry with this formula, charge and spin	122.9	kcal per mole
E_HOMO (alpha / beta)	-11.36 / -7.63	eV
E_tot	-22493.180	eV
net charge	0

[8]
ORCA calculation (the ωB97M-V functional and the def2-TZVPD basis) on 2 unconnected molecules or ions with the total composition ClH3OSi.

XYZ file:
```
6
Properties=species:S:1:pos:R:3:forces:R:3
O 0.121620 -1.751601 -2.294324 -1.5 1.6 2.0
Si -0.204635 0.955621 1.346780 -2.2 1.0 -0.9
Cl 0.085376 -0.261798 -0.193757 -0.1 0.0 0.0
H 0.763921 -2.138971 -2.839744 1.5 -0.8 -1.1
H -1.364506 2.070158 1.475645 1.3 -1.5 -0.6
H 0.598223 1.126590 2.505400 1.0 -0.2 0.6
```
Positions in Å, forces in eV/Å.

Calculated values
frontier orbital gap (alpha / beta)	3.9379 / 3.9197	eV
ΔE to the lowest compared entry with this formula, charge and spin	172.7	kcal per mole
E_HOMO (alpha / beta)	-6.96 / -6.95	eV
E_tot	-22491.020	eV
net charge	0

[9]
ORCA calculation (the ωB97M-V functional and the def2-TZVPD basis) on 2 unconnected molecules or ions with the total composition ClH4N2OP.

XYZ file:
```
9
Properties=species:S:1:pos:R:3:forces:R:3
N 2.052770 -0.176570 0.592958 0.9 0.8 -2.4
N 0.775047 -0.030286 -0.051781 -1.0 -2.8 0.3
O -1.357461 1.091205 -0.619633 -2.7 -0.3 -1.1
P -0.042244 1.408916 -0.119269 2.5 -0.1 1.1
Cl -3.884511 -0.409286 0.160827 1.8 1.0 -0.7
H 2.092942 -1.159063 0.907316 0.4 0.9 -0.4
H 2.665307 0.015407 -0.271422 -0.2 -1.1 2.4
H 0.403818 -1.016568 -0.308889 0.1 2.7 0.2
H -2.705671 0.276244 -0.290106 -1.8 -1.0 0.7
```
Positions in Å, forces in eV/Å.

Calculated values
frontier orbital gap	10.0689	eV
ΔE to the lowest compared entry with this formula, charge and spin	72.4	kcal per mole
E_HOMO	-10.32	eV
structure (SMILES)	NNP=O.Cl
E_tot	-26903.234	eV
net charge	0

[10]
ORCA calculation (the ωB97M-V functional and the def2-TZVPD basis) on ClHIOPS in the gas phase.

XYZ file:
```
6
Properties=species:S:1:pos:R:3:forces:R:3
O 0.554908 0.083874 0.724636 1.7 1.9 -1.0
P 1.661893 0.902074 -0.299194 -1.1 -1.4 3.3
S 1.162518 1.373166 -2.032171 -0.2 0.2 -0.7
Cl 2.089531 2.442950 1.044011 -0.3 -0.9 -0.8
I 3.546553 -0.623253 -0.016395 -0.2 0.4 -0.2
H 0.026743 -0.622116 0.347007 0.0 -0.1 -0.6
```
Positions in Å, forces in eV/Å.

Calculated values
frontier orbital gap	8.9800	eV
ΔE to the lowest compared entry with this formula, charge and spin	4.9	kcal per mole
E_HOMO	-9.83	eV
structure (SMILES)	O[P@@](=S)(Cl)I
E_tot	-42812.901	eV
net charge	0